# 1
Molecular formula: C32H56BO29V
Method: DFT, the ωB97M-V functional and the def2-TZVPD basis

Last column: Löwdin spin population.
Cartesian coordinates (Å):
V1 -0.4492 -30.8834 0.4081  2.799
O1 -2.3104 -33.3299 3.7522  0.000
C1 -1.7051 -34.2373 3.2024  0.000
O2 -1.7244 -35.5392 3.3473  0.001
B1 -0.5424 -36.2021 2.7574  0.007
O3 0.1088 -35.1115 2.0334  0.002
C2 -0.5295 -34.0559 2.2768  0.002
O4 -0.2911 -33.0000 1.7339  0.017
O5 -0.7565 -37.3216 1.8590  0.059
C3 -0.2314 -38.4206 2.3766  0.086
O6 -0.2591 -39.5685 1.9488  0.361
C4 0.5238 -38.0393 3.6875  0.083
O7 0.2878 -36.7834 3.8299  0.070
O8 1.1713 -38.8103 4.3595  0.330
C5 0.5068 -27.5142 5.7286  0.000
C6 -0.6175 -28.5084 5.4323  0.000
O9 -0.5599 -29.0865 4.0626  0.002
C7 0.2914 -29.9687 3.5993  0.003
O10 0.3265 -30.3966 2.4494  0.011
O11 1.0486 -30.4584 4.6097  0.001
C8 1.9277 -31.5679 4.5369  0.000
H1 1.5161 -27.9147 5.6330  0.000
H2 0.4449 -27.1432 6.7516  0.000
H3 0.4545 -26.6513 5.0646  0.000
H4 -1.5897 -28.0272 5.5385  0.000
H5 -0.5066 -29.3050 6.1679  0.000
H6 1.4937 -32.5382 4.2956  0.000
H7 2.3550 -31.6628 5.5352  0.000
H8 2.7551 -31.4113 3.8448  0.000
C9 0.4538 -34.0680 -3.6396  0.000
C10 -0.9830 -33.6619 -3.4438  0.000
O12 -1.5625 -34.3609 -2.3223  0.002
C11 -1.6913 -33.7474 -1.1556  0.005
O13 -1.1584 -32.6701 -0.8571  0.019
O14 -2.3526 -34.5170 -0.2354  0.001
C12 -3.0252 -35.7421 -0.6420  0.000
H9 1.1086 -34.2938 -2.7980  0.000
H10 1.0124 -33.2645 -4.1196  0.000
H11 0.4249 -34.9758 -4.2422  0.000
H12 -1.4945 -33.8657 -4.3845  0.000
H13 -1.1077 -32.5849 -3.3318  0.000
H14 -2.2747 -36.4344 -1.0234  0.000
H15 -3.7518 -35.5847 -1.4391  0.000
H16 -3.4490 -36.2396 0.2303  0.000
C13 -4.4504 -27.3019 4.1348  0.000
C14 -4.5195 -28.6898 3.5642  0.000
O15 -3.3537 -29.1288 2.8980  0.002
C15 -3.2730 -30.3634 2.2937  0.005
O16 -2.2931 -30.7323 1.6136  0.021
O17 -4.4255 -31.0771 2.3781  0.002
C16 -4.5529 -32.3802 1.7961  0.000
H17 -3.7636 -27.3096 4.9812  0.000
H18 -5.4533 -26.9956 4.4321  0.000
H19 -4.0268 -26.6268 3.3912  0.000
H20 -5.3717 -28.7087 2.8849  0.000
H21 -4.9203 -29.4520 4.2324  0.000
H22 -3.8566 -32.7527 1.0448  0.000
H23 -5.4690 -32.3564 1.2059  0.000
H24 -4.6959 -33.1959 2.5048  0.000
C17 3.8059 -31.7874 -4.5838  0.000
C18 2.8081 -30.6555 -4.4352  0.000
O18 1.9530 -30.9969 -3.2823  0.000
C19 0.7122 -30.3914 -3.0007  0.003
O19 0.2229 -30.4657 -1.8559  0.019
O20 0.2114 -29.5888 -3.9773  0.001
C20 -1.1415 -29.0355 -3.9504  0.000
H25 4.4099 -31.8738 -3.6806  0.000
H26 4.4739 -31.6662 -5.4365  0.000
H27 3.3174 -32.7597 -4.6481  0.000
H28 2.1927 -30.4566 -5.3126  0.000
H29 3.3262 -29.7154 -4.2458  0.000
H30 -1.4381 -28.6997 -4.9441  0.000
H31 -1.1659 -28.2080 -3.2414  0.000
H32 -1.8782 -29.8033 -3.7137  0.000
C21 -3.7386 -27.1693 0.1497  0.000
C22 -3.9119 -27.6943 -1.2608  0.000
O21 -4.3012 -29.0682 -1.2532  0.002
C23 -3.4732 -30.0933 -1.3017  0.005
O22 -2.2615 -29.9906 -0.9947  0.019
O23 -4.0733 -31.2625 -1.5103  0.001
C24 -5.4358 -31.4875 -1.7529  0.000
H33 -4.6419 -27.2722 0.7509  0.000
H34 -3.6131 -26.0885 0.0841  0.000
H35 -2.9667 -27.6440 0.7555  0.000
H36 -2.9529 -27.5590 -1.7609  0.000
H37 -4.6764 -27.1630 -1.8277  0.000
H38 -5.7828 -31.0119 -2.6702  0.000
H39 -6.0320 -31.2117 -0.8831  0.000
H40 -5.5701 -32.5519 -1.9453  0.000
C25 5.4741 -29.9617 -1.3242  0.000
C26 5.0418 -29.9590 0.1452  0.000
O24 3.6171 -30.1495 0.3583  0.002
C27 2.9079 -31.3344 0.1197  0.006
O25 1.6507 -31.4621 0.2227  0.018
O26 3.7641 -32.3097 -0.1327  0.002
C28 3.4298 -33.6454 -0.1893  0.000
H41 5.1814 -30.9230 -1.7464  0.000
H42 6.5586 -29.8584 -1.3592  0.000
H43 5.0848 -29.2250 -2.0269  0.000
H44 5.3270 -29.0064 0.5916  0.000
H45 5.6526 -30.6928 0.6710  0.000
H46 3.1775 -33.8478 -1.2303  0.000
H47 2.5491 -33.8813 0.4081  0.000
H48 4.1744 -34.3204 0.2327  0.000
C29 -0.1922 -24.9552 1.9545  0.000
C30 -0.1687 -26.4936 1.7535  0.000
O27 0.6823 -26.7251 0.6799  0.003
C31 0.6667 -27.8196 0.0333  0.007
O28 0.0362 -28.7936 0.3510  0.015
O29 1.6153 -27.9194 -0.9634  0.003
C32 2.5695 -26.8798 -1.2533  0.000
H49 0.8016 -24.5545 2.1543  0.000
H50 -0.6889 -24.5721 2.8459  0.000
H51 -0.5507 -24.4270 1.0710  0.000
H52 -1.1569 -26.9290 1.6051  0.000
H53 0.1630 -26.9748 2.6736  0.000
H54 3.1916 -26.7086 -0.3748  0.000
H55 2.0472 -25.9678 -1.5426  0.000
H56 3.2360 -27.1981 -2.0548  0.000

Forces on the atoms, in the same order (eV/Å):
V 0.49 0.45 0.70
O 0.63 -2.46 -1.18
C 0.45 2.11 1.12
O -1.07 -2.26 0.86
B -0.64 2.21 0.12
O 1.62 -3.64 0.13
C -1.01 5.41 -1.60
O 0.11 -0.27 0.39
O 0.35 -2.30 0.67
C -1.90 -3.01 -4.25
O 0.11 3.34 1.31
C 2.20 -0.27 3.34
O 0.53 -0.33 0.60
O -1.41 1.40 -1.59
C 0.04 0.28 -0.63
C 1.48 -0.51 0.39
O -0.55 1.18 -0.34
C 0.46 -2.02 0.45
O 0.14 0.77 1.63
O -0.56 0.58 -0.13
C 0.90 -0.39 -0.17
H -0.17 -0.38 -0.11
H -0.33 -0.08 0.02
H -0.08 0.10 0.01
H 0.06 -0.28 -0.46
H -0.38 -0.25 -0.28
H -0.65 0.32 -0.17
H -0.10 0.16 -0.05
H -0.12 0.27 -0.15
C 0.69 -0.35 -0.42
C 0.66 1.10 0.18
O -1.03 0.01 -0.14
C 1.22 0.55 1.04
O -1.53 -2.34 -0.59
O 0.10 0.95 -0.63
C 0.93 -0.41 -0.55
H -0.71 0.09 0.64
H -0.24 -0.13 -0.53
H 0.47 0.11 -0.21
H -0.55 -0.64 0.49
H 0.10 0.00 0.60
H 0.04 0.05 -0.14
H -0.07 0.23 0.28
H -0.14 0.67 0.10
C 1.25 -0.49 0.07
C -2.85 -0.92 -0.34
O 1.47 -2.04 -1.19
C 0.38 -0.12 -1.43
O -2.61 1.20 2.04
O 1.53 0.71 0.40
C -1.00 -0.99 -1.19
H -0.20 0.31 0.22
H 0.20 0.05 0.03
H -0.24 0.18 -0.03
H 0.18 0.23 -0.83
H 0.80 0.02 0.76
H 0.94 0.88 0.40
H -0.31 0.30 0.27
H 0.26 0.61 0.59
C -0.21 -0.33 0.46
C -0.47 0.19 -0.04
O -2.17 1.17 0.23
C 0.28 1.10 2.31
O 1.32 -0.41 -4.02
O 0.69 -1.19 -0.32
C 0.15 -0.49 0.53
H 0.15 0.27 -0.01
H -0.16 0.16 0.01
H -0.21 0.07 -0.35
H -0.08 -0.41 -0.01
H -0.04 0.03 0.38
H 0.82 0.09 -0.08
H -0.08 -0.19 0.01
H 0.26 -0.06 0.49
C -0.89 0.38 0.39
C 1.11 0.24 0.65
O -1.24 -0.78 -0.94
C 2.37 0.79 2.10
O -3.17 -0.46 -1.48
O 2.05 -0.12 0.04
C -1.18 0.06 -0.38
H -0.32 -0.20 -0.19
H 0.44 0.05 0.06
H 0.28 0.00 -0.53
H -0.03 -0.33 -0.28
H -0.04 -0.14 0.21
H 0.01 0.44 0.22
H -0.08 0.19 -0.19
H 0.34 -0.04 0.28
C -0.26 -0.67 -0.05
C 0.53 0.00 -0.82
O -2.17 -1.31 -0.38
C -1.38 1.01 0.90
O 4.81 0.54 -0.48
O 0.90 1.89 0.65
C -1.95 -1.79 -0.24
H 0.33 -0.12 -0.07
H 0.03 -0.19 0.03
H -0.36 0.40 0.59
H -0.71 0.09 0.17
H -0.42 -0.35 0.04
H 0.24 -0.53 0.04
H -0.35 0.38 -0.03
H 0.62 0.61 -0.44
C 0.46 -0.08 0.06
C -1.46 1.51 2.10
O 1.10 1.92 -0.76
C 2.76 -2.06 -1.42
O -1.03 -0.23 -0.18
O -1.30 -0.18 0.51
C -0.28 0.38 0.69
H 0.41 -0.40 -0.38
H -0.71 -0.59 -0.11
H -0.21 -0.14 0.05
H 0.00 0.18 -0.44
H 0.54 -0.15 -0.19
H -0.10 0.17 0.05
H 0.15 0.02 0.03
H -0.46 -0.33 -0.03

Results
F_max, eV/Å: 5.7
Expectation value of S²: 6.0105
M, g/mol: 966.53
ΔE to the lowest compared entry with this formula, charge and spin, eV: 0.0000
Total charge: +2
HOMO (spin up / spin down), eV: -11.71 / -14.55
2S+1: 5
Orbital gap (spin up / spin down), eV: 5.63 / 4.38

***

# 2
Molecular formula: C7H12N3
Method: DFT, the ωB97M-V functional and the def2-TZVPD basis

Last column: Mulliken charge in e.
Cartesian coordinates (Å):
C1 3.1222 0.7939 1.1571  -0.475
C2 2.5613 1.6821 0.2631  -0.485
C3 2.2886 -0.2025 1.6881  -0.485
C4 1.2141 1.7063 -0.0755  -0.568
C5 0.9414 -0.2820 1.3778  -0.244
C6 0.4698 0.6179 0.4601  0.464
C7 -1.4379 0.5502 -1.1986  -0.101
N1 -1.5186 -1.8677 -1.3146  -0.685
N2 -0.9990 0.5355 0.0076  0.629
N3 -1.6928 0.0550 1.0479  -0.715
H1 4.1295 0.7324 1.4776  0.422
H2 3.2406 2.5204 0.1787  0.342
H3 2.6928 -0.9364 2.3733  0.364
H4 1.0559 2.3981 -0.9153  0.285
H5 0.1533 -0.9279 1.7971  0.485
H6 -2.4977 0.7013 -1.4365  0.252
H7 -0.8373 0.9963 -1.9876  0.244
H8 -0.7708 -2.0129 -2.0313  0.284
H9 -2.3961 -2.3333 -1.6298  0.247
H10 -2.6238 -0.2830 0.8168  0.206
H11 -1.6075 0.4869 1.9576  0.269
H12 -1.1946 -2.1297 -0.4012  0.265

Forces on the atoms, in the same order (eV/Å):
C -2.29 -2.28 0.40
C 1.14 1.28 1.71
C 0.44 -0.29 0.39
C 1.21 -1.67 -0.44
C -0.85 0.09 -0.13
C -1.27 2.66 -2.86
C -0.57 1.84 -0.09
N -0.19 0.02 -2.15
N 2.68 0.46 1.05
N -2.44 -1.45 0.39
H 0.90 0.61 -0.07
H -0.33 0.35 -1.37
H 0.05 0.08 0.08
H -1.18 -0.30 0.73
H 1.21 -0.16 -0.02
H 0.24 -0.82 0.64
H 0.64 -0.83 0.24
H -1.01 -0.08 1.04
H 1.24 0.25 0.65
H 0.24 0.33 0.07
H 0.23 0.46 -0.39
H -0.08 -0.53 0.12

Results
F_max, eV/Å: 4.1
M, g/mol: 138.19
ΔE to the lowest compared entry with this formula, charge and spin, eV: 3.5344
Total charge: +1
HOMO, eV: -12.99
2S+1: 1
Orbital gap, eV: 9.19

***

# 3
Molecular formula: C11H9NO3
Method: DFT, the ωB97M-V functional and the def2-TZVPD basis

Last column: Mulliken charge in e.
Cartesian coordinates (Å):
O1 2.2571 -0.1149 2.4208  -0.401
C1 2.0996 -0.6806 1.4034  0.011
C2 1.2257 0.1637 0.0296  0.822
N1 1.9808 -0.3094 -1.1443  1.065
O2 2.4334 0.5170 -1.9013  -0.650
O3 2.1101 -1.5076 -1.2624  -0.610
C3 1.3751 1.6486 0.2818  -0.958
C4 0.1771 2.4568 -0.0875  -0.693
C5 -1.0182 1.9129 -0.2956  -0.692
C6 -1.2409 0.4854 -0.1887  0.944
C7 -2.5283 -0.0389 -0.2950  -0.856
C8 -2.7531 -1.3973 -0.1969  -0.526
C9 -1.6873 -2.2568 0.0157  -0.797
C10 -0.4009 -1.7565 0.1113  -0.540
C11 -0.1640 -0.3907 0.0108  0.469
H1 2.4057 -1.6851 1.1121  0.391
H2 2.2456 2.0184 -0.2673  0.431
H3 1.5776 1.8001 1.3514  0.336
H4 0.3256 3.5242 -0.1478  0.432
H5 -1.8739 2.5252 -0.5382  0.358
H6 -3.3536 0.6382 -0.4611  0.385
H7 -3.7567 -1.7885 -0.2938  0.390
H8 -1.8548 -3.3198 0.1006  0.378
H9 0.4183 -2.4443 0.2423  0.310

Forces on the atoms, in the same order (eV/Å):
O 0.11 -0.08 0.25
C -1.48 1.71 -2.34
C 1.26 -0.95 3.02
N 0.09 0.33 -0.37
O 0.25 0.04 -0.39
O 0.17 -0.53 -0.11
C -0.02 0.00 -0.06
C -0.15 -0.04 -0.06
C 0.24 0.49 -0.03
C 0.00 -0.51 0.07
C 0.12 0.07 0.04
C -0.05 -0.07 -0.01
C -0.04 -0.05 0.02
C -0.09 -0.01 0.07
C -0.28 -0.02 -0.19
H 0.14 -0.39 0.08
H -0.08 -0.07 0.17
H 0.02 -0.10 -0.07
H -0.09 0.14 -0.04
H -0.06 0.13 -0.03
H -0.08 0.07 -0.02
H -0.02 -0.01 0.02
H -0.01 -0.09 -0.01
H 0.07 -0.04 -0.01

Results
F_max, eV/Å: 3.4
SMILES: O=C[C@]1([N+](=O)[O-])CC=Cc2ccccc21
M, g/mol: 203.20
ΔE to the lowest compared entry with this formula, charge and spin, eV: 2.5429
Total charge: 0
HOMO, eV: -8.72
2S+1: 1
Orbital gap, eV: 8.85